1.
Formula: C3H4ErO3
Source: the OMol25 dataset
Level of theory: ωB97M-V with the def2-TZVPD basis set

Values from the calculation:
- ΔE to the lowest compared entry with this formula, charge and spin (kcal/mol) = 23.65
- maximum force (eV Å⁻¹) = 5.09
- net charge = +1
- gap between HOMO and LUMO (alpha / beta) (Ha) = 0.227 / 0.231
- highest occupied orbital energy (alpha / beta) (eV) = -12.94 / -12.96
- <S²> = 3.75
- multiplicity = 4

XYZ file:
```
11
Properties=species:S:1:pos:R:3:lowdin_charge:R:1
O -1.4857 1.1974 0.7134 -0.183
C -1.6688 0.2878 -0.2099 -0.854
O -2.7351 0.0591 -0.7802 0.113
C 2.4673 -1.0365 0.3476 -0.140
C 1.4006 -1.9244 0.2774 -0.048
O -0.5168 -0.2999 -0.5626 -0.204
Er 0.5467 0.6015 1.2340 1.967
H 3.1605 -1.1036 1.1931 0.074
H 2.8345 -0.5702 -0.5723 0.089
H 0.5189 -2.3844 -0.1777 0.102
H 1.6133 -2.7766 0.9307 0.085
```

2.
Formula: C27H43F6Si4
Source: the OMol25 dataset
Level of theory: ωB97M-V with the def2-TZVPD basis set

Values from the calculation:
- maximum force (eV Å⁻¹) = 0.87
- net charge = +1
- gap between HOMO and LUMO (Ha) = 0.196
- highest occupied orbital energy (eV) = -11.70
- multiplicity = 1

XYZ file:
```
80
Properties=species:S:1:pos:R:3:lowdin_charge:R:1
C -4.6794 1.8484 -3.9976 -0.180
Si -2.8168 1.9683 -3.9144 0.431
C -2.0831 1.6104 -5.5943 -0.181
C -2.3633 3.7211 -3.4338 -0.174
C -2.1924 0.6532 -2.7153 -0.338
Si -1.2179 1.2437 -1.2286 0.485
H -0.8110 0.0768 -0.4533 -0.016
C 0.3543 2.1211 -1.7611 -0.337
Si 1.9431 1.3883 -1.0825 0.418
C 3.3771 2.3329 -1.8186 -0.176
C 1.9956 1.5660 0.7780 -0.162
C 2.0731 -0.4133 -1.5694 -0.180
C -2.2991 2.3079 -0.1254 -0.324
Si -2.5679 1.7629 1.6559 0.434
C -1.8999 3.1017 2.7762 -0.175
C -4.4058 1.5704 1.9364 -0.179
C -1.7461 0.1333 2.0742 -0.211
H -5.0961 2.0106 -3.0069 0.026
H -5.0754 2.6001 -4.6746 0.033
H -4.9749 0.8635 -4.3487 0.032
H -0.9985 1.6298 -5.5248 0.026
H -2.3977 0.6283 -5.9364 0.032
H -2.4048 2.3574 -6.3145 0.033
H -1.2847 3.8450 -3.4014 0.020
H -2.7674 4.4044 -4.1763 0.037
H -2.7826 3.9773 -2.4650 0.021
H -3.0589 0.1038 -2.3538 0.033
H -1.5692 -0.0369 -3.2795 0.031
H 0.4125 2.0882 -2.8472 0.037
H 0.3034 3.1629 -1.4534 0.043
H 4.3165 1.9341 -1.4457 0.029
H 3.3612 2.2486 -2.9020 0.034
H 3.3049 3.3821 -1.5446 0.035
H 2.9703 1.2634 1.1513 0.023
H 1.8177 2.6016 1.0559 0.039
H 1.2362 0.9414 1.2375 -0.002
H 3.0122 -0.8268 -1.2105 0.022
H 1.2515 -0.9842 -1.1449 0.003
H 2.0393 -0.5007 -2.6525 0.038
H -1.8749 3.3093 -0.1017 0.038
H -3.2791 2.3736 -0.5943 0.031
H -2.0104 2.8148 3.8183 0.029
H -0.8463 3.2622 2.5618 0.023
H -2.4396 4.0299 2.6061 0.037
H -4.5972 1.2634 2.9612 0.031
H -4.9183 2.5098 1.7459 0.036
H -4.7949 0.8118 1.2616 0.031
H -1.9700 -0.1180 3.1080 0.027
H -2.1252 -0.6576 1.4318 0.027
H -0.6684 0.2007 1.9601 -0.010
F 2.5060 -5.8912 -3.0382 0.158
C 1.6471 -6.4578 -2.1693 -0.561
F 0.4774 -6.7236 -2.7777 0.160
F 2.1783 -7.5867 -1.6647 0.174
C 1.4015 -5.4959 -1.0292 -0.066
C 0.1879 -5.4656 -0.3712 0.031
C -0.0126 -4.6078 0.6804 0.040
C 1.0103 -3.7383 1.1255 -0.161
C 0.7358 -2.8976 2.2344 0.157
C 1.5220 -1.9743 2.9698 -0.165
C 2.8853 -1.6938 2.7413 0.034
C 3.5608 -0.7674 3.4890 0.020
C 2.9230 -0.0863 4.5036 -0.067
C 3.6983 0.9281 5.3121 -0.561
F 2.8370 1.8123 5.8466 0.160
F 4.3648 0.2787 6.2842 0.174
F 4.5660 1.5570 4.4966 0.159
C 1.5986 -0.3595 4.7824 0.035
C 0.9071 -1.2797 4.0378 0.025
C 2.2279 -3.7856 0.4141 0.031
C 2.4152 -4.6524 -0.6278 0.030
H -0.5933 -6.1249 -0.7118 0.137
H -0.9679 -4.5982 1.1770 0.130
H -0.2727 -2.9854 2.5986 0.131
H 3.4515 -2.2185 2.0028 0.098
H 4.6000 -0.5536 3.2982 0.140
H 1.1283 0.1706 5.5943 0.138
H -0.1224 -1.4835 4.2774 0.123
H 3.0355 -3.1234 0.6382 0.094
H 3.3519 -4.6826 -1.1607 0.139
```

3.
Formula: C27H38BaBrClN3O6
Source: the OMol25 dataset
Level of theory: ωB97M-V with the def2-TZVPD basis set

Values from the calculation:
- ΔE to the lowest compared entry with this formula, charge and spin (kcal/mol) = 17.43
- maximum force (eV Å⁻¹) = 3.09
- net charge = -1
- gap between HOMO and LUMO (Ha) = 0.225
- highest occupied orbital energy (eV) = -3.98
- multiplicity = 1

XYZ file:
```
77
Properties=species:S:1:pos:R:3:lowdin_charge:R:1
O 0.7696 -0.8475 -4.1216 -0.248
C -0.3258 -0.1493 -3.9259 -0.486
C -0.0904 1.3361 -4.2306 -0.174
C 0.2917 2.2566 -3.2587 -0.061
H 0.3205 1.9517 -2.2080 0.117
C 0.6367 3.5633 -3.6439 -0.097
H 1.0240 4.2537 -2.8905 0.098
C 0.4789 3.9688 -4.9710 -0.122
H 0.7068 4.9938 -5.2634 0.087
C 0.0381 3.0508 -5.9336 -0.102
H -0.1051 3.3519 -6.9726 0.089
C -0.2014 1.7246 -5.5651 -0.041
H -0.4828 0.9707 -6.3061 0.112
H -0.9853 -0.5098 -4.7481 0.116
C -1.6222 -1.9523 -2.5807 -0.112
C -1.3241 -0.4935 -2.6206 -0.286
H -2.4737 -2.2003 -3.2427 0.098
H -1.8910 -2.3600 -1.5916 0.018
H -0.7560 -2.5154 -2.9492 0.078
C -2.1649 0.4816 -2.2235 -0.224
C -3.5406 0.2866 -1.6749 -0.157
H -1.8995 1.5286 -2.3834 0.102
H -4.2958 0.7652 -2.3199 0.084
H -3.6345 0.7834 -0.6897 -0.055
H -3.8365 -0.7681 -1.5402 0.072
Ba -1.1569 -0.7273 0.4925 1.886
Cl -3.2995 1.1235 1.6237 -0.217
C -2.4615 -1.0379 3.5901 -0.449
O -2.0779 -1.9716 2.8687 -0.163
N -1.8416 -0.5775 4.6812 -0.183
C -0.7761 -1.3510 5.2962 -0.044
C -2.2231 0.6870 5.2934 -0.039
H -3.3628 -0.4619 3.3109 0.028
H -0.3504 -2.0317 4.5557 0.086
H -1.1697 -1.9245 6.1487 0.086
H -0.0128 -0.6601 5.6682 0.080
H -2.8081 1.2654 4.5623 0.071
H -1.3177 1.2475 5.5746 0.086
H -2.8298 0.5081 6.1975 0.085
H 4.5479 0.9648 -2.7142 0.082
H 4.0369 1.8237 -0.4520 0.084
C 3.4509 1.0362 -2.7448 -0.046
C 3.2492 1.0915 -0.2477 -0.032
N 2.8862 0.4827 -1.5171 -0.169
H 3.0555 0.4743 -3.5990 0.089
C 2.0338 -0.5468 -1.5240 -0.307
O 1.4251 -0.9530 -0.5127 -0.177
H 3.6251 0.3218 0.4430 0.095
H 1.8987 -1.0115 -2.5165 0.112
H 3.1692 2.0947 -2.8451 0.083
H 2.3790 1.5844 0.2153 0.078
H -0.0102 -6.9500 0.2718 0.092
H 2.2222 -6.2184 -1.1450 0.089
C -0.5378 -6.2591 -0.3988 -0.035
C 1.4757 -5.6490 -1.7166 -0.046
N 0.3723 -5.2269 -0.8668 -0.187
H -1.3777 -5.7996 0.1239 0.090
C 0.2571 -3.9509 -0.4744 -0.299
O -0.7226 -3.4806 0.1469 -0.159
H 1.9513 -4.7571 -2.1406 0.094
H 1.1139 -3.3121 -0.7698 0.130
H -0.8903 -6.8383 -1.2598 0.088
H 1.0987 -6.2875 -2.5245 0.089
Br -1.4486 3.9903 2.3449 0.788
C -0.0478 3.5455 3.5196 -0.608
C 0.2526 4.4148 4.5786 -0.137
C 1.1872 4.0344 5.5489 -0.103
C 1.8113 2.7834 5.4617 -0.100
C 1.5366 1.9409 4.3851 -0.039
C 0.6435 2.3293 3.3773 -0.166
C 0.3238 1.3614 2.2688 -0.710
O 0.2134 0.1488 2.6610 -0.193
O 0.1842 1.7426 1.0721 -0.185
H -0.2558 5.3743 4.6408 0.090
H 1.4179 4.7177 6.3678 0.095
H 2.5147 2.4609 6.2305 0.094
H 2.0080 0.9634 4.3035 0.116
```

4.
Formula: C7H8ClN2OPS
Source: the OMol25 dataset
Level of theory: ωB97M-V with the def2-TZVPD basis set

Values from the calculation:
- ΔE to the lowest compared entry with this formula, charge and spin (kcal/mol) = 0.00
- maximum force (eV Å⁻¹) = 4.29
- net charge = 0
- SMILES = C#CCO[P@](=S)(Cl)n1cnc(C)c1
- gap between HOMO and LUMO (Ha) = 0.329
- highest occupied orbital energy (eV) = -9.37
- multiplicity = 1

XYZ file:
```
21
Properties=species:S:1:pos:R:3:lowdin_charge:R:1
C -3.9885 1.9057 -2.1289 0.109
C -3.7227 0.9553 -1.4639 -0.118
C -3.3651 -0.1410 -0.5981 -0.248
O -1.9986 -0.3908 -0.2279 -0.348
P -1.4282 -1.6349 0.6911 0.153
S -1.8483 -3.4883 0.3536 0.292
Cl -2.2598 -0.9429 2.8201 0.040
N 0.0778 -1.0473 0.8454 -0.251
C 1.2969 -1.8194 0.9119 -0.117
N 2.3439 -1.0654 0.6474 0.121
C 1.8440 0.2267 0.5264 -0.331
C 2.8941 1.3138 0.4347 -0.032
C 0.4881 0.3035 0.6042 -0.033
H -4.5837 2.6793 -2.7286 0.081
H -3.7761 -1.0367 -1.0450 0.115
H -3.8683 -0.0279 0.3969 0.124
H 1.1792 -2.7699 1.2716 0.084
H 3.0359 1.6544 -0.6485 0.110
H 2.7048 2.1466 1.1014 0.075
H 3.7383 0.9389 0.8271 0.020
H -0.2971 1.1275 0.4464 0.154
```